[1]
{
  "formula": "C43H65BN4OP3ReSi",
  "method": "wB97M-V/def2-TZVPD",
  "symbols": ["Re", "C", "C", "C", "P", "C", "C", "C", "C", "C", "C", "C", "C", "C", "Si", "C", "C", "C", "C", "C", "C", "P", "C", "C", "C", "C", "C", "C", "C", "C", "C", "C", "C", "C", "P", "C", "C", "C", "C", "C", "C", "H", "H", "H", "H", "H", "H", "H", "H", "H", "H", "H", "H", "H", "H", "H", "H", "H", "H", "H", "H", "H", "H", "H", "H", "H", "H", "H", "H", "H", "H", "H", "H", "H", "H", "H", "H", "H", "H", "H", "H", "H", "H", "H", "H", "H", "H", "H", "H", "H", "H", "H", "H", "H", "H", "B", "N", "C", "C", "C", "N", "N", "C", "C", "C", "N", "H", "H", "H", "H", "H", "H", "H", "H", "C", "O", "H", "H", "H"],
  "xyz": [[0.063, -0.246, -0.952], [1.097, -4.985, 0.512], [1.395, -3.556, 0.057], [2.194, -2.819, 1.132], [-0.126, -2.595, -0.423], [-0.929, -3.643, -1.745], [0.014, -4.490, -2.626], [-1.778, -2.735, -2.642], [-1.178, -2.774, 1.076], [-1.949, -3.901, 1.367], [-2.710, -3.954, 2.525], [-2.695, -2.884, 3.411], [-1.916, -1.770, 3.130], [-1.144, -1.692, 1.967], [-0.209, -0.098, 1.445], [1.299, 0.042, 2.637], [1.286, -0.748, 3.797], [2.330, -0.746, 4.709], [3.434, 0.064, 4.494], [3.472, 0.869, 3.368], [2.427, 0.868, 2.438], [2.376, 2.036, 1.036], [2.878, 3.669, 1.823], [4.343, 4.076, 1.982], [2.113, 4.796, 1.118], [3.807, 1.515, -0.102], [5.192, 1.318, 0.455], [3.779, 2.359, -1.353], [-1.445, 1.236, 1.970], [-1.206, 2.078, 3.059], [-2.146, 3.018, 3.466], [-3.351, 3.109, 2.791], [-3.603, 2.282, 1.702], [-2.657, 1.356, 1.260], [-2.930, 0.236, -0.191], [-4.404, -0.762, 0.392], [-5.778, -0.092, 0.396], [-4.497, -2.116, -0.322], [-3.450, 1.302, -1.641], [-4.046, 0.417, -2.742], [-4.313, 2.544, -1.418], [2.036, -5.515, 0.684], [0.521, -5.557, -0.214], [0.547, -4.975, 1.454], [2.010, -3.593, -0.848], [1.665, -2.841, 2.086], [2.363, -1.769, 0.879], [3.162, -3.305, 1.276], [-1.599, -4.321, -1.218], [0.158, -4.010, -3.593], [-0.427, -5.470, -2.813], [0.998, -4.663, -2.198], [-1.133, -2.149, -3.303], [-2.383, -2.043, -2.063], [-2.449, -3.330, -3.268], [-1.975, -4.749, 0.695], [-3.317, -4.826, 2.733], [-3.295, -2.916, 4.312], [-1.930, -0.930, 3.819], [0.437, -1.394, 3.984], [2.279, -1.372, 5.592], [4.254, 0.078, 5.201], [4.322, 1.527, 3.231], [2.453, 3.547, 2.823], [4.819, 4.251, 1.014], [4.941, 3.361, 2.545], [4.384, 5.022, 2.526], [2.462, 4.929, 0.090], [2.266, 5.741, 1.645], [1.044, 4.596, 1.081], [2.611, 0.131, -1.240], [5.559, 2.287, 0.779], [5.886, 0.955, -0.306], [5.206, 0.645, 1.311], [4.076, 3.377, -1.096], [2.778, 2.405, -1.786], [4.479, 1.987, -2.108], [-0.272, 1.987, 3.605], [-1.944, 3.666, 4.311], [-4.101, 3.825, 3.104], [-4.546, 2.389, 1.189], [-4.120, -0.969, 1.430], [-6.093, 0.191, -0.609], [-5.828, 0.784, 1.037], [-6.512, -0.807, 0.774], [-4.823, -2.003, -1.358], [-5.227, -2.749, 0.187], [-3.545, -2.643, -0.314], [-2.487, 1.652, -2.015], [-5.034, 0.043, -2.471], [-3.410, -0.440, -2.975], [-4.158, 1.005, -3.655], [-5.309, 2.296, -1.051], [-4.435, 3.060, -2.374], [-3.847, 3.245, -0.728], [0.872, 1.729, -3.999], [0.092, 2.333, -2.782], [-0.333, 3.595, -2.802], [-0.727, 3.967, -1.526], [-0.502, 2.838, -0.761], [-0.015, 1.836, -1.515], [0.986, 0.182, -3.922], [0.970, -0.594, -5.006], [1.456, -1.850, -4.673], [1.743, -1.749, -3.325], [1.480, -0.513, -2.859], [0.258, 1.985, -5.002], [1.995, 2.195, -4.006], [-0.305, 4.159, -3.722], [-1.120, 4.919, -1.208], [-0.668, 2.689, 0.290], [0.622, -0.201, -5.948], [1.567, -2.705, -5.318], [2.106, -2.518, -2.662], [4.263, -0.962, -0.910], [3.309, 0.083, -0.538], [4.879, -0.637, -1.744], [3.661, -1.820, -1.183], [4.853, -1.188, -0.032]],
  "mulliken_charge": [0.868, -1.793, 0.964, -1.720, 0.527, 0.718, -1.781, -1.444, -0.280, -0.290, -0.968, -0.933, 0.470, -0.031, -1.881, 0.762, -0.753, -1.035, -1.129, -0.337, 0.526, 1.258, 0.715, -1.731, -1.308, 1.198, -1.925, -1.481, -0.347, 0.151, -1.121, -1.189, -0.617, 0.583, 0.708, 1.083, -1.488, -1.077, 2.261, -1.466, -1.813, 0.467, 0.324, 0.439, 0.568, 0.358, -0.007, 0.702, 0.755, 0.492, 0.379, 0.335, 0.010, -0.330, 0.712, 0.406, 0.461, 0.477, 0.431, 0.345, 0.452, 0.456, 0.128, 0.518, 0.343, 0.329, 0.495, 0.276, 0.523, 0.178, -0.228, 0.394, 0.505, 0.384, 0.380, 0.146, 0.467, 0.564, 0.438, 0.439, 0.472, 0.212, 0.220, 0.299, 0.488, 0.307, 0.475, -0.055, -1.038, 0.263, 0.200, 0.487, 0.204, 0.502, 0.410, -0.308, -0.020, -0.807, -1.542, 0.123, 1.490, 0.066, -0.422, -1.343, -0.460, 0.453, -0.185, -0.085, 0.553, 0.628, 0.090, 0.532, 0.506, 0.275, -0.750, 0.584, 0.307, 0.088, 0.412],
  "lumo_ev": [-1.84, -2.50],
  "multiplicity": 4,
  "total_energy_ev": -92198.7991,
  "homo_lumo_gap_ev": [7.0, 6.8],
  "total_charge": 1
}

[2]
{
  "formula": "C43H65N2NiO2Se",
  "method": "wB97M-V/def2-TZVPD",
  "symbols": ["Ni", "C", "N", "C", "C", "C", "N", "C", "C", "C", "C", "C", "C", "C", "O", "C", "C", "C", "C", "C", "C", "C", "C", "C", "C", "C", "C", "C", "C", "C", "O", "C", "C", "C", "C", "C", "C", "C", "C", "H", "H", "H", "H", "H", "H", "H", "H", "H", "H", "H", "H", "H", "H", "H", "H", "H", "H", "H", "H", "H", "H", "H", "H", "H", "H", "H", "H", "H", "H", "H", "H", "H", "H", "H", "H", "H", "H", "H", "H", "H", "H", "H", "H", "H", "H", "H", "H", "H", "H", "H", "H", "H", "H", "C", "C", "C", "C", "C", "C", "Se", "C", "C", "C", "H", "H", "H", "H", "H", "H", "H", "H", "H", "H", "H"],
  "xyz": [[0.257, 0.543, 0.102], [-2.444, 0.513, -1.403], [-1.932, 0.499, -0.036], [-2.431, 1.670, 0.693], [-2.277, -0.727, 0.685], [-1.499, -1.920, 0.154], [-0.067, -1.618, -0.041], [0.800, -2.308, 0.936], [0.936, -1.780, 2.354], [1.555, -2.672, 3.233], [1.934, -2.313, 4.512], [1.697, -0.985, 4.880], [1.079, -0.060, 4.051], [0.646, -0.472, 2.765], [-0.055, 0.352, 2.003], [0.866, 1.395, 4.484], [1.524, 2.334, 3.466], [-0.635, 1.705, 4.579], [1.481, 1.701, 5.853], [2.624, -3.270, 5.486], [1.827, -3.350, 6.795], [2.738, -4.684, 4.915], [4.040, -2.764, 5.795], [0.352, -2.047, -1.394], [1.738, -1.644, -1.866], [2.166, -2.271, -3.036], [3.371, -1.960, -3.639], [4.156, -1.005, -2.984], [3.797, -0.368, -1.805], [2.518, -0.647, -1.247], [2.094, -0.003, -0.190], [4.768, 0.684, -1.220], [6.203, 0.130, -1.228], [4.704, 1.945, -2.095], [4.473, 1.109, 0.227], [3.845, -2.584, -4.954], [5.193, -3.287, -4.750], [4.011, -1.488, -6.015], [2.848, -3.614, -5.487], [-3.541, 0.461, -1.413], [-2.047, -0.328, -1.970], [-2.117, 1.431, -1.889], [-3.530, 1.691, 0.700], [-2.051, 2.571, 0.216], [-2.057, 1.633, 1.713], [-3.356, -0.933, 0.618], [-2.016, -0.562, 1.725], [-1.917, -2.257, -0.795], [-1.622, -2.745, 0.861], [1.798, -2.310, 0.501], [0.477, -3.358, 0.987], [1.754, -3.675, 2.868], [2.018, -0.667, 5.863], [1.163, 2.137, 2.457], [2.611, 2.207, 3.476], [1.297, 3.378, 3.714], [-1.124, 1.537, 3.619], [-0.785, 2.750, 4.873], [-1.107, 1.065, 5.330], [2.558, 1.510, 5.868], [1.014, 1.120, 6.653], [1.328, 2.760, 6.078], [0.816, -3.721, 6.606], [1.740, -2.370, 7.270], [2.318, -4.027, 7.503], [1.756, -5.091, 4.660], [3.197, -5.343, 5.657], [3.361, -4.706, 4.017], [4.015, -1.779, 6.267], [4.623, -2.677, 4.874], [4.559, -3.453, 6.472], [-0.392, -1.665, -2.096], [0.289, -3.144, -1.447], [1.512, -3.021, -3.472], [5.108, -0.739, -3.434], [6.577, -0.083, -2.231], [6.261, -0.792, -0.643], [6.876, 0.864, -0.775], [5.019, 1.729, -3.120], [5.357, 2.727, -1.690], [3.681, 2.330, -2.124], [4.456, 0.250, 0.904], [3.515, 1.612, 0.317], [5.271, 1.789, 0.548], [5.962, -2.586, -4.418], [5.534, -3.747, -5.684], [5.105, -4.068, -3.990], [4.727, -0.729, -5.693], [3.057, -0.986, -6.197], [4.365, -1.914, -6.960], [2.700, -4.432, -4.777], [3.226, -4.042, -6.420], [1.876, -3.160, -5.694], [-0.184, 8.594, 0.859], [-0.036, 7.153, 0.435], [1.079, 6.406, 0.786], [1.241, 5.079, 0.392], [2.489, 4.344, 0.805], [0.251, 4.466, -0.394], [0.587, 2.700, -1.061], [-0.893, 5.204, -0.747], [-2.023, 4.642, -1.576], [-1.011, 6.528, -0.327], [0.696, 8.932, 1.409], [-1.056, 8.735, 1.504], [-0.311, 9.251, -0.006], [1.861, 6.869, 1.382], [3.059, 4.934, 1.527], [3.126, 4.132, -0.060], [2.250, 3.378, 1.244], [-1.730, 3.708, -2.049], [-2.318, 5.350, -2.355], [-2.904, 4.457, -0.954], [-1.898, 7.088, -0.617]],
  "mulliken_charge": [0.315, -0.693, 0.955, -0.575, -0.752, -1.601, 2.105, -2.028, -0.405, -0.062, -0.404, -0.133, -0.354, 0.293, -0.220, 2.878, -1.495, -1.183, -2.581, 1.988, -1.633, -2.148, -1.619, -2.026, -0.095, -0.513, -0.430, -0.199, -0.375, 0.473, -0.168, 2.694, -1.995, -1.570, -1.871, 2.081, -1.644, -1.638, -2.153, 0.328, 0.229, -0.077, 0.387, -0.049, -0.125, 0.631, 0.248, 0.593, 0.366, 0.418, 0.725, 0.524, 0.496, -0.280, 0.444, 0.494, -0.375, 0.511, 0.366, 0.422, 0.450, 0.449, 0.351, 0.290, 0.464, 0.384, 0.436, 0.372, 0.312, 0.333, 0.460, 0.742, 0.445, 0.585, 0.231, 0.321, 0.407, 0.477, 0.286, 0.442, 0.151, 0.387, -0.102, 0.550, 0.308, 0.454, 0.354, 0.297, 0.343, 0.461, 0.372, 0.433, 0.380, -1.498, 0.772, -1.141, 0.663, -0.800, 0.489, -0.511, 0.820, -1.897, -0.794, 0.333, 0.314, 0.330, 0.224, 0.388, 0.301, -0.459, 0.122, 0.547, 0.298, 0.378],
  "lumo_ev": [2.51, 2.50],
  "multiplicity": 3,
  "total_energy_ev": -159115.2595,
  "homo_lumo_gap_ev": [6.7, 6.9],
  "total_charge": -1
}